DFT (wB97M-V/def2-TZVPD) results for a 6-piece molecular cluster, C17H52N2O5P overall.

ORCA input file:
```
! RIJCOSX wB97M-V def2-TZVPD def2/J DEFGRID3
* xyz -1 1
N -1.54 -1.49 1.46
C -1.67 -1.90 0.05
P -3.09 -0.97 -0.88
C -1.97 0.56 -1.25
N -0.69 0.29 -1.96
H -1.71 -0.49 1.54
H -0.60 -1.69 1.77
H -1.94 -2.96 0.03
H -0.71 -1.83 -0.47
H -3.50 -0.36 0.41
H -4.22 -0.29 -1.56
H -2.65 -1.59 -2.17
H -3.98 -2.12 -0.66
H -2.55 1.21 -1.91
H -1.78 1.15 -0.35
H 0.05 0.31 -1.26
H -0.72 -0.67 -2.31
C -1.26 0.72 4.99
C -2.40 -0.26 5.25
C -1.88 -1.59 5.76
O -3.17 -0.44 4.07
H -0.59 0.32 4.23
H -1.65 1.67 4.63
H -0.69 0.90 5.90
H -3.09 0.17 5.98
H -1.23 -2.05 5.02
H -2.72 -2.28 5.94
H -1.32 -1.47 6.69
H -2.58 -0.83 3.40
C 1.58 -5.24 8.11
C 0.46 -4.64 7.28
C -0.12 -5.64 6.29
O 0.90 -3.47 6.60
H 2.40 -5.55 7.47
H 1.97 -4.51 8.82
H 1.23 -6.11 8.67
H -0.34 -4.29 7.94
H 0.66 -5.97 5.59
H -0.92 -5.19 5.71
H -0.51 -6.52 6.80
H 1.61 -3.73 5.99
C 1.68 3.28 -4.94
C 2.38 1.93 -4.88
C 1.40 0.79 -5.04
O 3.10 1.80 -3.66
H 0.95 3.35 -4.13
H 2.40 4.09 -4.82
H 1.16 3.41 -5.89
H 3.14 1.89 -5.67
H 0.68 0.82 -4.22
H 1.91 -0.17 -5.00
H 0.86 0.86 -5.99
H 2.45 1.81 -2.94
C -5.45 3.60 -2.43
C -4.02 4.00 -2.76
C -3.97 5.28 -3.58
O -3.37 2.94 -3.44
H -6.02 3.42 -3.34
H -5.46 2.68 -1.84
H -5.96 4.38 -1.86
H -3.46 4.13 -1.84
H -4.49 5.15 -4.53
H -2.93 5.55 -3.80
H -4.43 6.11 -3.05
H -3.84 2.77 -4.26
C 6.41 0.90 -2.43
C 6.69 -0.10 -3.54
C 7.00 0.59 -4.85
O 5.59 -0.99 -3.68
H 5.53 1.50 -2.71
H 6.18 0.39 -1.50
H 7.25 1.58 -2.27
H 7.54 -0.73 -3.25
H 6.15 1.19 -5.17
H 7.20 -0.14 -5.64
H 7.87 1.25 -4.76
H 4.81 -0.46 -3.90
*
```

## Properties
lowest unoccupied orbital energy = 2.44 eV
gap between HOMO and LUMO = 0.205 Ha
HOMO = -3.1 eV

=====

DFT (wB97M-V/def2-TZVPD) results for a 9-piece molecular cluster, C17H52O13 overall.

ORCA input file:
```
! RIJCOSX wB97M-V def2-TZVPD def2/J DEFGRID3
* xyz 0 1
C -2.84 -3.99 -1.55
C -3.12 -3.03 -2.71
C -4.15 -3.66 -3.65
O -3.60 -1.79 -2.20
H -2.32 -3.55 -0.70
H -2.44 -4.96 -1.84
H -3.80 -4.41 -1.21
H -2.21 -2.81 -3.28
H -4.02 -4.74 -3.64
H -4.02 -3.22 -4.64
H -5.17 -3.46 -3.30
H -3.54 -1.19 -2.95
C 1.38 -0.04 -0.66
C -0.13 0.15 -0.70
C -0.72 -1.09 0.02
O -0.42 1.23 0.20
H 1.95 0.74 -1.16
H 1.66 -1.05 -0.98
H 1.78 -0.26 0.34
H -0.46 0.33 -1.73
H -0.28 -1.08 1.02
H -0.57 -2.07 -0.42
H -1.75 -0.88 0.30
H -1.31 1.52 -0.09
C 1.01 -2.19 4.13
C 1.88 -1.04 4.69
C 3.07 -0.61 3.76
O 0.99 0.06 4.84
H 1.47 -3.18 4.24
H 0.86 -2.12 3.05
H 0.10 -2.20 4.72
H 2.27 -1.49 5.60
H 3.92 -0.82 4.41
H 3.08 0.44 3.47
H 3.09 -1.15 2.82
H 0.83 0.39 3.94
O 4.02 -3.65 -0.03
C 5.15 -3.17 0.72
C 5.45 -1.79 0.19
O 5.73 -1.77 -1.20
H 4.36 -3.66 -0.94
H 4.82 -3.15 1.75
H 5.98 -3.85 0.50
H 6.33 -1.36 0.69
H 4.65 -1.06 0.37
H 5.84 -0.86 -1.50
O 0.92 3.44 -0.81
C 0.70 3.33 -2.19
C 1.31 4.54 -2.90
O 1.23 4.52 -4.29
H 0.63 2.61 -0.40
H 1.00 2.33 -2.52
H -0.38 3.42 -2.38
H 2.37 4.69 -2.62
H 0.87 5.43 -2.44
H 1.53 3.68 -4.65
O 0.56 1.73 2.75
C 1.38 2.92 2.77
C 1.58 3.60 4.12
O 2.06 2.66 5.09
H 0.25 1.61 1.84
H 2.29 2.72 2.20
H 0.91 3.57 2.02
H 0.67 4.04 4.53
H 2.35 4.35 3.99
H 1.65 1.81 4.88
O -2.76 2.39 -0.37
C -3.51 1.93 -1.53
C -4.88 1.33 -1.09
O -5.85 2.34 -1.17
H -3.35 3.01 0.08
H -3.53 2.80 -2.19
H -2.87 1.15 -1.94
H -4.81 0.87 -0.10
H -5.03 0.56 -1.84
H -5.68 2.94 -0.44
O -4.26 -2.05 0.60
H -3.84 -2.04 -0.28
H -4.11 -2.93 0.94
O -1.45 0.67 -4.42
H -1.84 0.23 -5.17
H -0.91 1.37 -4.80
*
```

## Properties
lowest unoccupied orbital energy = -0.20 eV
relative energy (zero: lowest compared OMol25 entry of this formula, charge and spin) = 0.218 eV
SMILES = CC(C)O.CC(C)O.CC(C)O.OCCO.OCCO.OCCO.OCCO.O.O
gap between HOMO and LUMO = 0.342 Ha
HOMO = -9.5 eV

=====

DFT (wB97M-V/def2-TZVPD) results for a 9-piece molecular cluster, C17H52O9 overall.

ORCA input file:
```
! RIJCOSX wB97M-V def2-TZVPD def2/J DEFGRID3
* xyz 0 1
C -3.60 -2.69 0.23
C -3.86 -3.92 1.10
O -3.12 -3.79 2.27
H -3.91 -2.92 -0.77
H -2.49 -2.58 0.25
H -3.97 -1.71 0.53
H -3.44 -4.79 0.58
H -4.91 -4.03 1.31
H -3.37 -4.51 2.79
C 1.15 -4.09 1.79
C 1.20 -2.64 1.45
O 0.26 -2.33 0.49
H 1.92 -4.31 2.50
H 1.33 -4.68 0.93
H 0.24 -4.41 2.27
H 2.25 -2.39 1.12
H 1.05 -1.98 2.35
H 0.39 -1.40 0.25
C -1.43 -2.55 -5.00
C -0.27 -1.73 -4.53
O 0.89 -2.00 -5.27
H -1.63 -2.21 -6.01
H -2.30 -2.40 -4.36
H -1.18 -3.64 -5.04
H -0.10 -1.89 -3.45
H -0.57 -0.68 -4.47
H 1.53 -1.28 -5.24
C 3.65 -0.85 -1.82
C 3.11 -1.29 -3.17
O 2.73 -0.22 -4.01
H 2.87 -0.37 -1.16
H 4.55 -0.22 -1.87
H 3.97 -1.74 -1.25
H 2.27 -2.02 -3.11
H 3.91 -1.76 -3.73
H 2.15 0.33 -3.43
C 0.63 3.00 -3.14
C 1.56 3.02 -1.93
O 1.82 4.36 -1.52
H 0.49 1.94 -3.40
H 1.17 3.49 -3.94
H -0.32 3.51 -3.01
H 2.51 2.53 -2.14
H 1.10 2.49 -1.08
H 2.41 4.36 -0.79
C 2.76 1.48 3.13
C 1.46 1.04 3.70
O 0.86 0.29 2.71
H 3.15 0.59 2.65
H 3.49 1.87 3.83
H 2.54 2.28 2.45
H 0.83 1.88 4.10
H 1.60 0.35 4.54
H 0.13 -0.21 3.01
C 0.14 5.37 2.63
C -0.65 5.28 1.33
O -1.80 6.08 1.55
H 1.12 4.90 2.53
H -0.38 4.75 3.38
H 0.28 6.41 2.98
H -0.86 4.23 1.08
H -0.02 5.69 0.56
H -2.20 5.74 2.38
C -1.63 0.23 -1.14
C -0.91 0.72 0.12
O 0.47 0.41 0.05
H -2.63 0.64 -1.08
H -1.65 -0.89 -1.20
H -1.10 0.64 -2.03
H -1.37 0.25 1.00
H -1.08 1.83 0.12
H 0.71 0.45 1.00
C -2.88 -0.66 3.67
O -1.74 -1.08 2.88
H -3.09 -1.43 4.40
H -2.62 0.25 4.32
H -3.70 -0.32 3.06
H -1.88 -2.01 2.67
*
```

## Properties
lowest unoccupied orbital energy = 0.38 eV
relative energy (zero: lowest compared OMol25 entry of this formula, charge and spin) = 2.487 eV
SMILES = CCO.CCO.CCO.CCO.CCO.CCO.CCO.CCO.CO
gap between HOMO and LUMO = 0.365 Ha
HOMO = -9.6 eV

=====

DFT (wB97M-V/def2-TZVPD) results for C17H53AsF6N13O8 as an isolated structure.

ORCA input file:
```
! RIJCOSX wB97M-V def2-TZVPD def2/J DEFGRID3
* xyz -1 1
As -0.73 1.53 -0.13
F -1.09 1.93 -1.88
F -0.84 -0.23 -0.50
F -0.31 1.18 1.63
F -0.64 3.25 0.34
F -2.53 1.52 0.18
F 0.99 1.49 -0.38
C -1.70 5.41 5.15
O -0.73 5.28 5.90
N -2.27 4.30 4.64
N -2.37 6.53 4.80
H -1.75 3.43 4.67
H -3.02 4.40 3.98
H -3.09 6.27 4.13
H -1.94 7.42 4.99
C 6.35 3.34 -0.35
O 7.48 3.57 0.10
N 5.71 4.03 -1.25
N 5.63 2.34 -0.03
H 5.95 4.97 -1.53
H 4.72 3.84 -1.37
H 6.08 1.71 0.62
H 4.67 2.27 -0.34
C 3.16 -3.29 -3.81
O 3.87 -3.62 -4.77
N 3.29 -3.80 -2.67
N 2.45 -2.22 -3.56
H 2.89 -3.36 -1.85
H 3.81 -4.66 -2.57
H 1.87 -2.10 -2.75
H 2.54 -1.43 -4.19
C 2.34 -4.13 3.28
O 3.33 -3.67 2.72
N 2.17 -5.45 3.50
N 1.26 -3.51 3.51
H 3.00 -6.04 3.48
H 1.38 -5.76 4.04
H 1.57 -2.55 3.63
H 0.48 -4.00 3.93
C -7.62 4.05 1.96
O -6.75 4.66 2.50
N -7.38 3.41 0.89
N -8.89 4.03 2.37
H -6.38 3.29 0.78
H -8.08 2.83 0.44
H -9.53 3.35 2.00
H -9.14 4.50 3.23
C -4.98 -8.48 -1.65
C -3.84 -7.75 -1.03
C -3.92 -6.27 -1.45
O -5.21 -5.65 -1.25
C -5.30 -4.29 -0.95
N -4.11 -7.87 0.40
H -5.03 -8.48 -2.74
H -5.99 -8.28 -1.30
H -4.89 -9.57 -1.58
H -2.87 -8.18 -1.28
H -3.63 -6.09 -2.49
H -3.26 -5.63 -0.87
H -5.26 -3.71 -1.88
H -4.57 -3.95 -0.21
H -6.31 -4.02 -0.65
H -3.29 -7.57 0.90
H -4.80 -7.13 0.48
C -1.40 -0.26 -6.62
C -0.67 -0.36 -7.97
C 0.41 0.77 -8.05
O 1.25 0.74 -6.92
C 2.21 1.81 -6.83
N -0.11 -1.74 -8.12
H -2.09 -1.10 -6.57
H -1.93 0.68 -6.54
H -0.70 -0.43 -5.80
H -1.51 -0.13 -8.62
H -0.27 1.63 -8.13
H 1.02 0.70 -8.95
H 1.72 2.74 -6.58
H 2.83 2.13 -7.67
H 2.90 1.73 -5.99
H -0.12 -2.11 -7.18
H 0.88 -1.67 -8.31
C 3.70 5.08 4.21
C 4.27 4.41 5.38
C 4.01 2.88 5.46
O 4.64 2.32 6.64
C 4.17 1.03 6.98
N 5.76 4.53 5.32
H 2.70 5.49 4.32
H 3.67 4.30 3.44
H 4.33 5.95 4.00
H 3.93 4.88 6.30
H 4.37 2.26 4.64
H 2.94 2.70 5.43
H 3.08 0.94 7.08
H 4.52 0.69 7.96
H 4.53 0.28 6.27
H 6.07 5.49 5.20
H 5.95 4.27 4.36
*
```

## Properties
lowest unoccupied orbital energy = 1.82 eV
relative energy (zero: lowest compared OMol25 entry of this formula, charge and spin) = 7.252 eV
gap between HOMO and LUMO = 0.339 Ha
HOMO = -7.4 eV

=====

DFT (wB97M-V/def2-TZVPD) results for C17H53F9FeN7O20S3 as an isolated structure.

ORCA input file:
```
! RIJCOSX wB97M-V def2-TZVPD def2/J DEFGRID3
* xyz 0 6
Fe -0.18 0.51 4.53
C -1.03 -0.28 0.29
F -2.01 -0.13 -0.56
F -1.31 -1.29 1.10
F 0.08 -0.57 -0.35
S -0.72 1.29 1.31
O 0.51 1.85 0.77
O -1.81 2.22 1.09
O -0.62 0.92 2.73
C 3.02 3.48 3.50
F 3.72 4.47 4.05
F 2.88 3.69 2.22
F 3.68 2.35 3.75
S 1.36 3.53 4.48
O 0.92 2.09 4.54
O 1.61 4.07 5.80
O 0.46 4.34 3.69
C 0.80 -3.65 2.89
F 1.96 -3.88 3.47
F 1.02 -2.89 1.82
F 0.33 -4.80 2.45
S -0.44 -2.89 4.06
O -0.22 -1.43 3.97
O -1.74 -3.29 3.60
O -0.07 -3.40 5.38
C -0.87 -3.96 -1.09
C -1.81 -4.55 -2.15
C -2.28 -3.70 -3.32
O -2.87 -2.46 -2.88
C -3.18 -1.55 -3.90
N -1.12 -5.77 -2.67
H -0.66 -4.77 -0.40
H -1.41 -3.22 -0.49
H 0.05 -3.50 -1.45
H -2.73 -4.93 -1.69
H -3.19 -4.15 -3.76
H -1.57 -3.43 -4.11
H -2.27 -1.10 -4.31
H -3.65 -0.70 -3.40
H -3.93 -1.91 -4.61
H -0.99 -6.42 -1.91
H -1.76 -6.13 -3.37
C -4.22 2.93 -3.35
C -2.95 3.25 -2.55
C -1.88 4.06 -3.27
O -1.20 3.21 -4.19
C -0.18 3.92 -4.91
N -3.32 4.02 -1.33
H -4.71 3.81 -3.76
H -4.93 2.38 -2.73
H -3.88 2.30 -4.17
H -2.52 2.32 -2.15
H -1.14 4.56 -2.63
H -2.31 4.88 -3.86
H 0.39 3.19 -5.48
H 0.40 4.52 -4.21
H -0.68 4.49 -5.69
H -2.80 3.69 -0.53
H -4.29 3.84 -1.15
C 6.85 0.88 0.28
C 7.08 -0.63 0.35
C 6.17 -1.35 -0.66
O 4.90 -1.51 -0.05
C 3.86 -1.99 -0.88
N 8.46 -0.94 0.00
H 7.24 1.43 1.13
H 5.77 1.05 0.28
H 7.20 1.19 -0.71
H 6.70 -1.02 1.30
H 6.62 -2.27 -1.05
H 6.01 -0.70 -1.53
H 4.05 -3.04 -1.14
H 3.80 -1.36 -1.77
H 2.89 -2.01 -0.38
H 9.02 -0.57 0.78
H 8.64 -1.94 0.16
O 0.61 4.04 -0.81
H 0.10 4.82 -0.57
H 0.42 3.39 -0.10
O -3.24 3.82 3.01
H -4.04 3.32 2.78
H -2.53 3.40 2.50
O 0.36 -1.92 -3.33
H 0.63 -0.99 -3.31
H -0.49 -1.94 -2.89
O -1.73 1.94 4.80
H -2.51 2.04 4.23
H -1.96 2.39 5.63
O 0.22 1.36 -2.56
H -0.21 1.97 -3.18
H 0.12 1.78 -1.70
O -3.13 -0.41 3.24
H -3.07 -1.24 2.74
H -4.02 -0.09 3.06
C -5.29 -1.89 0.81
O -4.73 -2.37 1.79
N -6.60 -2.12 0.54
N -4.66 -1.11 -0.13
H -7.19 -2.59 1.20
H -7.12 -1.64 -0.17
H -3.66 -1.08 -0.09
H -5.14 -1.20 -1.01
C 2.83 -0.38 2.55
O 1.92 0.00 3.31
N 3.17 0.22 1.40
N 3.71 -1.36 2.92
H 3.98 -0.07 0.86
H 2.50 0.93 1.14
H 3.41 -1.79 3.79
H 4.31 -1.89 2.32
*
```

## Properties
expectation value of S² = 8.759
lowest unoccupied orbital energy (alpha / beta) = -1.42 / -4.44 eV
gap between HOMO and LUMO (alpha / beta) = 0.289 / 0.178 Ha
HOMO (alpha / beta) = -9.3 / -9.3 eV